No. 1
ORCA calculation (ωB97M-V/def2-TZVPD) on a molecular structure, C33H49As2N2O13PRuSe2.

```
103
Properties=species:S:1:pos:R:3:forces:R:3:lowdin_spin:R:1
Ru 0.210 -1.436 0.141 0.462 0.292 0.576 2.1670
O -0.469 -4.196 -1.477 0.521 -0.394 -0.175 0.0147
C -0.884 -3.415 -2.578 -0.336 -0.059 0.039 0.0031
C 0.096 -2.335 -2.958 -0.071 -0.306 -0.382 0.0062
C 0.772 -2.418 -4.168 -0.148 0.056 0.107 -0.0003
C 1.682 -1.433 -4.517 0.043 0.165 0.216 0.0044
C 1.862 -0.374 -3.649 -0.005 -0.170 -0.071 -0.0008
C 1.135 -0.354 -2.471 0.340 0.367 -0.195 0.0057
N 0.299 -1.321 -2.107 0.147 -0.033 0.283 0.0110
H 0.476 -4.011 -1.306 0.003 -0.120 -0.172 0.0011
H -1.844 -2.950 -2.306 0.146 -0.057 -0.133 0.0010
H -1.053 -4.083 -3.433 0.016 0.271 0.035 0.0001
H 0.581 -3.247 -4.833 -0.052 -0.088 0.024 -0.0001
H 2.227 -1.488 -5.448 0.024 -0.011 -0.081 0.0003
H 2.529 0.444 -3.877 0.008 0.066 -0.015 0.0000
H 1.252 0.481 -1.788 0.006 -0.226 -0.130 0.0012
O -2.792 -3.425 4.883 -0.211 0.241 0.288 0.0008
C -2.159 -4.468 4.177 0.280 -0.351 -0.330 -0.0005
C -1.386 -3.878 2.974 0.012 -0.047 0.017 0.0038
C -0.766 -5.055 2.188 -0.419 0.023 0.423 0.0027
O 0.270 -4.679 1.330 0.266 -0.330 -0.426 0.0204
C -2.407 -3.079 2.165 0.383 0.335 -0.140 0.0236
Se -1.919 -2.363 0.373 -0.476 -0.017 0.460 0.2061
C -0.292 -2.984 3.552 -0.061 0.217 -0.432 0.0230
Se 0.873 -1.955 2.317 -0.030 0.118 0.594 0.2400
H -3.282 -3.795 5.626 0.070 0.044 -0.110 0.0000
H -2.904 -5.185 3.808 0.056 -0.036 -0.031 0.0001
H -1.459 -5.005 4.833 0.001 0.010 -0.098 0.0002
H -1.559 -5.577 1.639 -0.036 -0.071 0.068 0.0010
H -0.321 -5.752 2.905 -0.108 -0.040 0.004 0.0001
H -0.122 -4.312 0.522 -0.017 -0.009 0.119 0.0046
H -2.740 -2.234 2.770 -0.063 -0.068 -0.143 0.0067
H -3.273 -3.711 1.950 0.044 0.093 -0.053 0.0000
H 0.400 -3.598 4.134 0.042 0.114 -0.027 0.0000
H -0.765 -2.254 4.213 0.173 -0.053 -0.023 0.0079
O 1.873 -3.156 -0.806 -0.676 0.116 -0.008 0.0410
N 3.107 -3.495 -0.847 0.724 -0.333 -0.001 0.0037
C 3.468 -4.751 -0.504 -0.091 -0.128 0.128 0.0042
C 4.766 -5.176 -0.648 0.343 0.213 -0.158 0.0000
C 5.734 -4.304 -1.131 -0.325 0.129 0.078 0.0035
C 5.355 -2.998 -1.412 0.171 -0.411 0.072 -0.0003
C 4.043 -2.619 -1.268 -0.118 0.365 -0.021 0.0033
H 2.671 -5.376 -0.128 -0.132 0.106 -0.012 0.0002
H 5.022 -6.189 -0.388 -0.053 -0.139 0.040 -0.0001
H 6.746 -4.631 -1.286 0.205 -0.050 0.046 0.0002
H 6.077 -2.273 -1.751 0.013 0.096 -0.088 -0.0001
H 3.676 -1.624 -1.473 -0.159 -0.086 0.009 0.0000
C 2.120 1.396 2.233 0.221 -0.345 -0.546 0.0038
P 3.039 0.684 0.840 0.645 1.076 0.628 0.0019
C 3.407 2.026 -0.338 -0.207 -0.465 0.452 0.0013
C 4.638 0.070 1.492 -0.675 0.198 -0.261 0.0004
O 2.329 -0.428 0.143 -0.855 -0.926 -0.502 0.0123
H 2.698 2.192 2.690 0.073 0.184 0.070 0.0000
H 1.912 0.604 2.951 0.058 0.025 0.008 0.0047
H 1.183 1.797 1.843 0.084 0.025 0.059 0.0001
H 4.053 2.779 0.101 0.074 0.111 0.075 0.0000
H 2.453 2.486 -0.602 -0.059 0.060 -0.028 0.0005
H 3.879 1.602 -1.223 0.040 -0.046 -0.018 0.0000
H 5.236 0.879 1.895 0.087 0.124 0.109 0.0001
H 5.179 -0.415 0.682 0.055 -0.028 -0.081 0.0000
H 4.427 -0.668 2.264 -0.006 -0.019 0.052 -0.0002
C -0.762 3.072 -5.352 0.013 -0.253 -0.174 0.0009
O -0.755 3.370 -3.971 0.119 -0.281 0.235 0.0164
C -0.668 2.272 -3.151 0.096 -0.113 -0.375 0.0727
O -0.623 1.133 -3.612 -0.336 0.265 -0.223 0.0894
C -0.541 2.615 -1.782 0.285 0.066 0.325 0.2533
C -0.620 3.958 -1.363 -0.118 0.165 -0.224 0.2875
As -2.470 4.514 -1.605 0.242 0.059 -0.355 0.0341
C -2.626 6.428 -1.116 -0.174 -0.075 0.079 0.0039
C -2.683 3.608 0.155 -0.017 -0.283 0.096 0.0125
C -2.109 2.458 0.557 0.008 0.248 -0.180 0.0489
As -0.888 1.255 -0.417 -0.695 0.301 -0.863 0.0995
C -2.420 0.427 -1.353 -0.314 -0.111 -0.120 0.0165
C -2.386 2.033 1.924 -0.339 -0.069 0.773 0.0076
O -3.220 2.521 2.655 0.155 -0.363 -0.022 0.0070
O -1.589 1.009 2.298 -0.032 0.233 -0.149 0.0053
C -1.742 0.568 3.635 -0.108 0.094 0.436 0.0032
C -3.463 4.446 1.098 -0.195 0.439 0.456 0.0051
O -2.940 5.318 1.746 -0.125 -0.241 -0.021 0.0049
O -4.805 4.358 1.058 0.181 0.556 0.221 0.0004
C -5.404 3.278 0.378 -0.110 -0.464 -0.361 0.0003
C -0.009 4.305 -0.120 0.595 -0.108 -0.066 0.0827
O 0.662 3.520 0.555 0.102 0.392 0.140 0.0576
O -0.205 5.588 0.227 -0.036 -0.104 -0.180 0.0356
C 0.256 6.009 1.493 0.095 -0.069 0.424 0.0027
H -0.591 4.009 -5.876 -0.031 0.012 0.022 0.0000
H -1.723 2.642 -5.645 0.065 0.015 -0.073 0.0005
H 0.027 2.351 -5.584 -0.112 0.108 -0.095 0.0004
H -1.840 6.981 -1.630 0.053 -0.159 -0.037 0.0001
H -2.535 6.586 -0.047 0.074 0.017 0.003 0.0007
H -3.593 6.807 -1.455 0.045 -0.148 -0.022 -0.0001
H -2.949 1.194 -1.924 0.098 -0.033 0.042 0.0003
H -3.098 -0.006 -0.612 0.152 0.141 -0.056 0.0076
H -2.093 -0.362 -2.030 0.007 0.131 0.049 0.0002
H -1.912 1.425 4.293 0.028 -0.181 -0.039 0.0003
H -0.818 0.057 3.899 -0.044 -0.028 -0.061 0.0041
H -2.592 -0.113 3.711 0.043 0.018 0.052 0.0003
H -6.469 3.507 0.331 0.116 -0.062 -0.012 0.0000
H -5.246 2.348 0.932 -0.032 0.062 -0.076 0.0000
H -5.002 3.177 -0.639 -0.187 -0.045 0.191 -0.0002
H -0.423 6.796 1.813 0.070 -0.023 0.050 0.0005
H 1.279 6.393 1.417 -0.092 -0.056 0.002 0.0014
H 0.228 5.176 2.198 0.010 0.170 -0.003 0.0002
```
Positions in Å, forces in eV/Å.

HOMO level (spin up / spin down) = -5.9 / -7.0 eV
⟨S²⟩ = 6.041
E_LUMO (spin up / spin down) = -0.241 / -0.738 eV
spin multiplicity = 5
energy = -328850.301 eV
F_max = 0.02728 Eh/bohr

=====

No. 2
ORCA calculation (ωB97M-V/def2-TZVPD) on a molecular structure, C33H49AsGeN2O9PZn.

```
97
Properties=species:S:1:pos:R:3:forces:R:3:mulliken_charge:R:1
Zn 0.346 -0.866 0.282 0.001 -0.021 -0.010 5.2066
N 2.475 -0.240 0.776 0.031 0.005 -0.012 -0.4316
N 2.696 -0.434 2.152 0.015 -0.007 0.002 -0.2893
C 1.534 -0.591 2.949 -0.002 0.033 0.005 -0.3159
O 1.643 -0.380 4.154 -0.003 -0.009 0.025 -0.8039
O 0.489 -0.965 2.323 -0.030 0.019 0.010 -0.6616
H 3.185 -0.709 0.229 0.002 0.004 -0.003 0.2463
H 2.402 0.746 0.539 0.008 0.008 -0.007 0.2745
H 3.351 0.203 2.583 0.000 -0.005 0.002 0.2456
O 0.709 2.046 0.244 -0.033 0.016 0.035 -0.7723
C 0.629 1.654 -0.930 0.109 -0.025 -0.037 0.3020
O 0.483 0.436 -1.283 -0.054 0.006 -0.018 -0.3114
C 0.772 2.670 -2.057 -0.013 0.035 0.030 -1.2399
C 1.007 2.063 -3.436 -0.015 -0.003 -0.013 -1.2149
Ge -0.521 1.060 -4.163 0.000 -0.048 -0.019 2.2001
C -2.126 1.236 -3.066 -0.003 0.016 -0.013 -0.0730
C -2.736 2.474 -2.857 -0.011 0.008 0.010 0.1277
C -3.872 2.583 -2.067 0.000 -0.002 -0.002 -0.9890
C -4.416 1.449 -1.475 0.003 0.003 -0.008 -0.4093
C -3.820 0.213 -1.676 -0.014 -0.001 0.012 -0.2996
C -2.687 0.112 -2.470 0.012 -0.005 0.016 -0.5422
C -0.166 -0.825 -4.547 0.022 0.007 -0.010 -0.3528
C 0.377 -1.684 -3.589 0.001 0.002 0.010 0.5573
C 0.565 -3.034 -3.859 -0.005 0.006 0.011 -0.7389
C 0.218 -3.543 -5.103 0.001 0.003 -0.002 -0.4971
C -0.317 -2.702 -6.070 0.001 -0.008 0.007 -0.7678
C -0.510 -1.355 -5.792 -0.008 0.000 -0.002 -0.5289
C -0.970 1.884 -5.900 0.012 -0.005 0.008 -0.6851
C 0.041 2.267 -6.782 0.000 0.008 -0.009 -0.4016
C -0.252 2.800 -8.030 0.002 0.002 -0.002 -0.7309
C -1.574 2.962 -8.421 -0.002 0.000 0.000 -0.3808
C -2.594 2.587 -7.559 -0.004 0.002 0.003 -0.7119
C -2.291 2.053 -6.312 -0.007 0.002 0.001 -0.0537
H 1.594 3.333 -1.774 -0.007 -0.007 0.005 0.5088
H -0.127 3.291 -2.035 -0.010 -0.005 -0.014 0.2249
H 1.860 1.383 -3.404 0.000 0.000 0.003 0.4654
H 1.244 2.855 -4.151 0.009 -0.001 -0.001 0.5723
H -2.326 3.367 -3.319 0.000 0.000 -0.002 0.4953
H -4.332 3.552 -1.911 -0.003 0.001 0.000 0.3700
H -5.302 1.533 -0.856 0.000 0.001 -0.001 0.4623
H -4.220 -0.674 -1.200 0.003 0.002 -0.006 0.2787
H -2.220 -0.853 -2.615 0.004 -0.011 0.010 0.3267
H 0.640 -1.310 -2.611 -0.002 0.000 -0.013 -0.1553
H 0.951 -3.681 -3.079 -0.003 -0.007 -0.002 0.3567
H 0.356 -4.596 -5.314 0.000 -0.001 0.001 0.4046
H -0.591 -3.095 -7.042 -0.002 0.001 -0.002 0.3723
H -0.936 -0.713 -6.556 0.000 0.004 -0.003 0.3085
H 1.081 2.142 -6.497 0.003 -0.002 0.001 0.3407
H 0.551 3.087 -8.699 0.001 0.001 0.000 0.3804
H -1.807 3.378 -9.394 0.000 0.000 0.000 0.3582
H -3.628 2.709 -7.857 -0.001 0.001 -0.001 0.3933
H -3.099 1.765 -5.648 0.000 -0.006 -0.002 0.3371
C 2.434 -6.136 1.546 0.001 -0.002 0.006 -1.8763
C 2.368 -4.623 1.721 0.014 -0.015 -0.006 1.6284
C 3.319 -3.920 0.759 -0.007 0.001 0.000 -1.2335
C 2.679 -4.224 3.155 -0.006 0.005 -0.006 -1.5156
O 1.009 -4.189 1.514 -0.005 0.005 0.018 -0.3256
P 0.318 -4.033 0.075 -0.008 0.005 0.001 0.3435
O 0.606 -5.156 -0.850 0.001 0.010 -0.024 -1.0305
O 0.630 -2.649 -0.474 0.013 -0.005 -0.013 0.2996
O -1.189 -4.041 0.645 0.004 -0.026 0.016 -0.4657
C -2.351 -4.260 -0.182 -0.004 0.025 0.000 2.0062
C -2.479 -5.748 -0.482 0.004 0.001 0.009 -2.1610
C -2.266 -3.432 -1.456 -0.021 0.004 -0.014 -1.2539
C -3.516 -3.771 0.667 0.001 0.001 -0.013 -1.7558
H 3.445 -6.493 1.758 -0.001 0.002 -0.001 0.4537
H 2.154 -6.408 0.530 0.000 0.000 -0.006 0.3354
H 1.742 -6.617 2.240 -0.001 0.000 0.002 0.3399
H 4.345 -4.230 0.969 0.001 -0.001 0.005 0.4895
H 3.243 -2.842 0.898 0.005 0.008 -0.001 -0.0529
H 3.082 -4.166 -0.276 -0.001 -0.001 -0.004 0.3351
H 3.688 -4.544 3.426 0.005 -0.002 0.000 0.3906
H 1.967 -4.693 3.835 -0.002 0.000 0.003 0.3483
H 2.608 -3.142 3.272 0.001 -0.003 0.008 0.1535
H -1.600 -6.093 -1.023 0.003 -0.006 -0.002 0.3567
H -3.374 -5.932 -1.082 -0.002 0.004 -0.001 0.4154
H -2.561 -6.311 0.450 0.005 -0.004 0.000 0.4214
H -1.461 -3.780 -2.103 0.002 -0.002 -0.004 0.3227
H -2.079 -2.393 -1.185 0.004 0.012 -0.009 -0.3449
H -3.209 -3.499 -2.006 0.003 -0.004 -0.003 0.6728
H -3.525 -4.284 1.630 0.004 0.000 0.004 0.4260
H -4.462 -3.963 0.156 -0.005 0.001 -0.004 0.4734
H -3.412 -2.698 0.831 -0.004 0.000 0.012 -0.0777
C -1.946 -1.839 3.387 -0.011 0.002 -0.005 -0.9122
As -2.061 -0.312 2.223 0.004 -0.025 -0.008 0.9385
C -3.941 0.128 2.151 0.001 0.007 -0.003 -1.4477
C -1.226 1.249 2.968 -0.003 0.005 -0.013 -1.0327
O -1.643 -0.617 0.634 -0.009 -0.011 0.038 -1.2945
H -2.936 -2.092 3.766 0.000 -0.001 0.002 0.4755
H -1.251 -1.611 4.192 -0.001 0.000 0.004 0.4108
H -1.540 -2.656 2.791 -0.002 0.002 -0.001 -0.0423
H -4.313 0.371 3.148 -0.001 0.001 -0.001 0.4237
H -4.492 -0.722 1.751 0.002 -0.002 0.000 0.3356
H -4.066 0.982 1.486 0.001 -0.002 0.006 0.3282
H -1.990 1.931 3.340 0.004 -0.006 0.003 0.4720
H -0.664 1.713 2.155 0.005 0.004 0.005 0.1469
H -0.541 0.950 3.758 0.001 -0.005 0.004 0.3214
```
Positions in Å, forces in eV/Å.

HOMO level = -6.6 eV
E_LUMO = 2.473 eV
total charge = -1
spin multiplicity = 1
energy = -231495.859 eV
F_max = 0.00229 Eh/bohr